An isolated molecule of C5H7ClS2 in a non-equilibrium geometry. Source: OMol25; level of theory: the ωB97M-V functional and the def2-TZVPD basis.

The LUMO energy (spin up / spin down) comes out at -0.001 / -0.005 hartree. As for the maximum force: 0.12753 Eh/bohr. The value obtained for the HOMO energy (spin up / spin down) is -7.37 / -7.36 eV. Its SMILES is CC1=C(Cl)SCCS1. Its orbital gap (spin up / spin down) is 7.34 / 7.21 eV. The energy relative to the best compared isomer or geometry (same formula, charge and spin) comes out at 77.6 kcal per mole. Its calculated total energy is -39487.7166 eV.

The geometry in ORCA input format:
```
! RIJCOSX wB97M-V def2-TZVPD def2/J DEFGRID3
* xyz 0 1
C -0.65045 2.34480 0.20432
C -0.44271 0.97542 -0.13866
C -1.90711 -0.05329 0.05956
Cl -3.31980 0.72323 -0.33272
S -1.86540 -1.69773 -0.40429
C -0.31046 -2.04284 0.52619
C 0.97465 -1.46406 -0.06091
S 1.11225 0.33080 0.36022
H -0.99595 2.53352 1.23749
H -1.38372 2.70980 -0.61418
H 0.26366 2.89006 0.02424
H -0.26554 -3.10013 0.53328
H -0.34533 -1.52778 1.48890
H 1.85174 -1.99742 0.13323
H 0.91728 -1.43922 -1.20834
*
```

Löwdin atomic charge list, values in e, 5 entries:
1 C -0.241
2 C -0.577
3 C -1.059
4 Cl 0.638
5 S 0.833

A cluster of 6 separate species, CH13O5S in total in a non-equilibrium geometry. Source: OMol25; level of theory: the ωB97M-V functional and the def2-TZVPD basis.

The LUMO energy comes out at 0.123 hartree. As for the maximum force: 0.08248 Eh/bohr. The value obtained for the HOMO energy is -4.13 eV. Its orbital gap is 7.48 eV. The energy relative to the best compared isomer or geometry (same formula, charge and spin) comes out at 29.8 kcal per mole. Its calculated total energy is -22322.1250 eV.

The geometry in ORCA input format:
```
! RIJCOSX wB97M-V def2-TZVPD def2/J DEFGRID3
* xyz -1 1
C -1.88425 -0.58965 0.40057
S -0.34449 -0.14364 -0.67814
H -1.65237 -1.23074 1.29774
H -2.66918 -0.95034 -0.22859
H -2.38740 0.25697 0.99700
H 0.79743 0.34131 1.75162
H 1.52535 0.05071 2.99050
O 1.20857 0.82301 2.53945
H 2.13574 2.53847 1.84597
H 1.63455 3.42873 0.81383
O 2.38365 3.42374 1.44170
H 0.07913 2.32969 -0.88283
H -0.74823 3.08596 0.10401
O 0.00245 3.26753 -0.47087
H -1.11080 -2.32893 -3.12873
H -0.23714 -2.63453 -4.33292
O -1.16995 -2.65504 -4.06280
H 0.79227 -2.37815 -0.46190
H 0.36797 -3.56095 0.11519
O 1.27671 -3.07414 -0.05080
*
```

Löwdin atomic charge list, values in e, 5 entries:
1 C -0.586
2 S 0.213
3 H 0.001
4 H -0.043
5 H 0.012

A structure of composition C4H6N3O2S in a non-equilibrium geometry. Source: OMol25; level of theory: the ωB97M-V functional and the def2-TZVPD basis.

The LUMO energy (spin up / spin down) comes out at 0.120 / 0.120 hartree. As for the maximum force: 0.08554 Eh/bohr. The value obtained for the HOMO energy (spin up / spin down) is -4.55 / -4.55 eV. Its orbital gap (spin up / spin down) is 7.80 / 7.80 eV. The energy relative to the best compared isomer or geometry (same formula, charge and spin) comes out at 23.2 kcal per mole. Its calculated total energy is -23644.9324 eV.

The geometry in ORCA input format:
```
! RIJCOSX wB97M-V def2-TZVPD def2/J DEFGRID3
* xyz -1 1
C -1.64963 0.73523 0.80012
C -2.24693 0.85164 -1.47259
C 1.49818 0.67794 0.17424
C 1.18815 -1.63455 0.53614
N -2.46933 1.10668 -0.18405
N -0.63099 -0.25028 0.41679
N 0.64036 -0.30154 0.70201
O -1.75088 1.01348 2.03119
O -2.78565 1.26626 -2.43715
S -0.87414 -0.39305 -1.84980
H 2.34249 0.94796 0.86587
H 1.94385 0.34614 -0.90298
H 0.90687 1.57343 0.10179
H 2.21975 -1.66590 0.75258
H 0.75676 -2.38301 1.04287
H 0.91113 -1.89042 -0.57703
*
```

Löwdin atomic charge list, values in e, 5 entries:
1 C -0.581
2 C -0.913
3 C -0.124
4 C -0.075
5 N 0.080

An isolated molecule of C6H8BNO2 in a non-equilibrium geometry. Source: OMol25; level of theory: the ωB97M-V functional and the def2-TZVPD basis.

The LUMO energy comes out at 0.010 hartree. As for the maximum force: 0.06934 Eh/bohr. The value obtained for the HOMO energy is -7.96 eV. Its orbital gap is 8.22 eV. The energy relative to the best compared isomer or geometry (same formula, charge and spin) comes out at 129.8 kcal per mole. Its calculated total energy is -12610.6026 eV.

The geometry in ORCA input format:
```
! RIJCOSX wB97M-V def2-TZVPD def2/J DEFGRID3
* xyz 0 1
B -0.31987 -0.68854 -0.27517
C 3.30043 -0.23489 0.00633
C 2.72489 1.09596 -0.15094
C 2.27884 -1.12344 0.01167
C 1.37606 0.96159 -0.14060
C -2.71602 -0.85610 -0.18458
C -2.63698 0.62360 0.34118
N 1.07254 -0.41292 -0.10460
O -1.38376 -1.34816 -0.17853
O -1.88717 1.39864 -0.52432
H 4.26014 -0.45226 0.37983
H 3.33157 1.99502 -0.01092
H 2.33608 -2.19959 0.11660
H 0.62884 1.68009 -0.42268
H -3.42535 -1.42216 0.39987
H -3.12496 -0.73330 -1.14438
H -3.72869 1.07086 0.54243
H -2.08660 0.64562 1.33882
*
```

Löwdin atomic charge list, values in e, 5 entries:
1 B -0.114
2 C -0.065
3 C -0.053
4 C -0.073
5 C -0.065

An isolated molecule of C14H20ClN3O3 in a non-equilibrium geometry. Source: OMol25; level of theory: the ωB97M-V functional and the def2-TZVPD basis.

The LUMO energy comes out at -0.010 hartree. As for the maximum force: 0.02779 Eh/bohr. The value obtained for the HOMO energy is -8.53 eV. Its SMILES is CC(C)(CNc1ccc([N+](=O)[O-])cc1Cl)N1CCOCC1. Its orbital gap is 8.26 eV. The energy relative to the best compared isomer or geometry (same formula, charge and spin) comes out at 74.6 kcal per mole. Its calculated total energy is -37974.9513 eV.

The geometry in ORCA input format:
```
! RIJCOSX wB97M-V def2-TZVPD def2/J DEFGRID3
* xyz 0 1
C 0.75027 1.05761 -0.55535
C 0.12491 -0.15414 -1.26324
C -0.58659 0.33666 -2.53099
C -0.96444 -0.83802 -0.36866
N -0.85712 -0.60415 1.04348
C -1.37906 0.42640 1.73835
C -2.28470 1.35911 1.20084
C -2.81185 2.36878 1.96708
C -2.44908 2.49268 3.30629
N -2.98966 3.54338 4.10145
O -2.65129 3.60702 5.26850
O -3.76082 4.31930 3.56771
C -1.55045 1.58945 3.87543
C -1.03321 0.58343 3.10222
Cl 0.09521 -0.53412 3.81311
N 1.10019 -1.19554 -1.61556
C 2.01457 -0.90825 -2.71034
C 2.71997 -2.20668 -3.11202
O 3.44273 -2.76296 -2.04133
C 2.58503 -2.99838 -0.95316
C 1.88746 -1.71087 -0.50590
H -0.00604 1.81354 -0.36245
H 1.20735 0.78169 0.39107
H 1.51528 1.49609 -1.19193
H 0.06918 0.94868 -3.14340
H -0.93760 -0.50885 -3.11690
H -1.43952 0.95308 -2.25850
H -0.90549 -1.91447 -0.54448
H -1.95202 -0.51054 -0.69267
H -0.18552 -1.15726 1.55870
H -2.57486 1.28084 0.16644
H -3.50788 3.07933 1.54885
H -1.27623 1.70149 4.91320
H 1.46778 -0.54394 -3.57666
H 2.77910 -0.16530 -2.42531
H 3.44336 -2.01838 -3.90701
H 1.96542 -2.92604 -3.46532
H 3.20694 -3.39701 -0.14977
H 1.82278 -3.74255 -1.23168
H 1.24526 -1.94652 0.34123
H 2.66065 -0.99461 -0.18132
*
```

Löwdin atomic charge list, values in e, 5 entries:
1 C -0.017
2 C -0.501
3 C -0.040
4 C -0.114
5 N 0.012

A structure of composition C9H6I4O3 in a non-equilibrium geometry. Source: OMol25; level of theory: the ωB97M-V functional and the def2-TZVPD basis.

The LUMO energy comes out at -0.060 hartree. As for the maximum force: 0.10624 Eh/bohr. The value obtained for the HOMO energy is -9.13 eV. Its orbital gap is 7.51 eV. Its calculated total energy is -47971.7922 eV.

The geometry in ORCA input format:
```
! RIJCOSX wB97M-V def2-TZVPD def2/J DEFGRID3
* xyz 0 1
O -2.69767 -0.79536 -2.22942
I 3.76289 1.44885 3.89339
I 1.78474 -1.62386 4.05668
I 0.25657 3.92678 -0.43234
I -1.11113 -2.16939 1.68274
O -0.48775 -1.29025 -2.14538
O -1.35189 0.90528 0.08961
C -1.53661 -0.45499 -1.98028
C 1.79854 2.04703 1.57757
C 2.06497 1.07669 2.40165
C 1.27993 -0.11043 2.42444
C 0.64994 1.96920 0.77396
C 0.20173 -0.35099 1.54369
C -0.18671 0.78684 0.71983
C -0.71900 -2.70149 -2.27700
C -1.35219 0.88202 -1.35374
H 2.25072 2.98303 1.42400
H 0.08814 -3.06859 -2.90838
H -0.70542 -3.16553 -1.33156
H -1.66475 -3.11012 -2.59096
H -0.26326 1.16055 -1.65019
H -2.06181 1.65475 -1.68830
*
```

Löwdin atomic charge list, values in e, 5 entries:
1 O 0.095
2 I 0.670
3 I 0.650
4 I 0.751
5 I 0.812

A cluster of 2 separate species, C4H7NO in total in a non-equilibrium geometry. Source: OMol25; level of theory: the ωB97M-V functional and the def2-TZVPD basis.

The LUMO energy (spin up / spin down) comes out at 0.011 / 0.011 hartree. As for the maximum force: 0.02384 Eh/bohr. The value obtained for the HOMO energy (spin up / spin down) is -7.43 / -7.44 eV. Its orbital gap (spin up / spin down) is 7.73 / 7.74 eV. The energy relative to the best compared isomer or geometry (same formula, charge and spin) comes out at 141.9 kcal per mole. Its calculated total energy is -7793.4926 eV.

The geometry in ORCA input format:
```
! RIJCOSX wB97M-V def2-TZVPD def2/J DEFGRID3
* xyz 0 1
C -1.22528 -1.02651 0.16721
C -0.33936 0.10562 -0.28539
C 0.82948 -0.07223 -1.27375
N -0.35276 0.58910 -1.70293
C -0.09777 1.17167 0.55003
O 0.24241 1.99688 1.29415
H -2.18497 -0.66913 0.55195
H -1.39875 -1.64626 -0.71456
H -0.72339 -1.62944 0.92968
H 1.69440 0.59738 -1.12948
H 2.04693 -0.83014 1.52471
H -0.31849 1.61915 -1.77660
H 1.82755 -0.20610 1.86498
*
```

Löwdin atomic charge list, values in e, 5 entries:
1 C -0.016
2 C -0.567
3 C -0.082
4 N 0.024
5 C -0.077

The ion C14H29O4S with charge -1 in a non-equilibrium geometry. Source: OMol25; level of theory: the ωB97M-V functional and the def2-TZVPD basis.

The LUMO energy comes out at 0.121 hartree. As for the maximum force: 0.03668 Eh/bohr. The value obtained for the HOMO energy is -5.71 eV. Its SMILES is CCCC[C@@H](CC)CC[C@H](CC(C)C)OS(=O)(=O)[O-]. Its orbital gap is 8.99 eV. The energy relative to the best compared isomer or geometry (same formula, charge and spin) comes out at 3.1 kcal per mole. Its calculated total energy is -34016.7861 eV.

The geometry in ORCA input format:
```
! RIJCOSX wB97M-V def2-TZVPD def2/J DEFGRID3
* xyz -1 1
C 0.94054 -3.57382 -1.66558
C -0.48259 -3.62934 -1.12159
C -0.56834 -3.25655 0.35923
C -0.08691 -1.82988 0.61217
C -0.48409 -1.23661 1.96790
C 0.15715 -2.02058 3.12139
C -0.44859 -1.71185 4.48791
C -0.03624 0.23160 2.01690
C -0.81983 1.17380 1.09007
C 0.02111 1.71821 -0.08151
C -0.76906 2.80496 -0.83274
C -0.00543 3.42912 -2.00745
C -0.58726 4.80510 -2.33876
C -0.04213 2.52860 -3.23900
O 0.37962 0.68418 -0.94341
S 2.02225 0.52782 -1.02485
O 2.46219 0.13869 0.30477
O 2.52804 1.82989 -1.41681
O 2.17471 -0.50770 -2.02355
H 0.96997 -3.97516 -2.67800
H 1.60725 -4.16858 -1.04303
H 1.31175 -2.55059 -1.69706
H -1.10949 -2.94567 -1.69811
H -0.88632 -4.64147 -1.25358
H 0.02652 -3.97278 0.93255
H -1.61001 -3.35443 0.68799
H 0.99697 -1.77027 0.51706
H -0.49341 -1.19119 -0.17059
H -1.57761 -1.29161 2.08079
H 1.22598 -1.80196 3.13285
H 0.03661 -3.08951 2.93661
H 0.01001 -2.33317 5.25631
H -1.51965 -1.91031 4.48267
H -0.29722 -0.67117 4.76277
H -0.11761 0.59965 3.04209
H 1.01516 0.25833 1.72342
H -1.19071 2.03225 1.65785
H -1.68619 0.65843 0.66848
H 0.95068 2.15500 0.30629
H -1.70290 2.36617 -1.19613
H -1.02023 3.58658 -0.10912
H 1.04222 3.53545 -1.71371
H -0.04967 5.25470 -3.17141
H -1.63761 4.71711 -2.61711
H -0.51483 5.47572 -1.48390
H -1.07055 2.32549 -3.54056
H 0.47753 3.00530 -4.06879
H 0.45820 1.59202 -3.01171
*
```

Löwdin atomic charge list, values in e, 5 entries:
1 C -0.107
2 C -0.273
3 C -0.222
4 C -0.182
5 C -0.334

- Among the records above, which one has the lowest calculated total energy?
  C9H6I4O3

- Which formula does entry 4 have?
  C6H8BNO2

Repeat the second record exactly.
A cluster of 6 separate species, CH13O5S in total in a non-equilibrium geometry. Source: OMol25; level of theory: the ωB97M-V functional and the def2-TZVPD basis.

The LUMO energy comes out at 0.123 hartree. As for the maximum force: 0.08248 Eh/bohr. The value obtained for the HOMO energy is -4.13 eV. Its orbital gap is 7.48 eV. The energy relative to the best compared isomer or geometry (same formula, charge and spin) comes out at 29.8 kcal per mole. Its calculated total energy is -22322.1250 eV.

The geometry in ORCA input format:
```
! RIJCOSX wB97M-V def2-TZVPD def2/J DEFGRID3
* xyz -1 1
C -1.88425 -0.58965 0.40057
S -0.34449 -0.14364 -0.67814
H -1.65237 -1.23074 1.29774
H -2.66918 -0.95034 -0.22859
H -2.38740 0.25697 0.99700
H 0.79743 0.34131 1.75162
H 1.52535 0.05071 2.99050
O 1.20857 0.82301 2.53945
H 2.13574 2.53847 1.84597
H 1.63455 3.42873 0.81383
O 2.38365 3.42374 1.44170
H 0.07913 2.32969 -0.88283
H -0.74823 3.08596 0.10401
O 0.00245 3.26753 -0.47087
H -1.11080 -2.32893 -3.12873
H -0.23714 -2.63453 -4.33292
O -1.16995 -2.65504 -4.06280
H 0.79227 -2.37815 -0.46190
H 0.36797 -3.56095 0.11519
O 1.27671 -3.07414 -0.05080
*
```

Löwdin atomic charge list, values in e, 5 entries:
1 C -0.586
2 S 0.213
3 H 0.001
4 H -0.043
5 H 0.012

- The highest maximum force belongs to which entry?
  C5H7ClS2